(1)
{"formula": "C5H9NO", "method": "ωB97M-V with the def2-TZVPD basis set", "orbital_gap_ev": 10.10, "homo_ev": -9.047, "smiles": "C/C(=N\\O)C1CC1", "e_tot_ha": -325.83117, "lumo_ev": 1.05, "e_above_lowest_kcal_mol": 66.8, "max_force_ev_per_a": 0.58, "species": ["C", "C", "N", "O", "C", "C", "C", "H", "H", "H", "H", "H", "H", "H", "H", "H"], "xyz": [[0.45, 1.34, 0.69], [-0.47, 0.16, 0.58], [-1.47, -0.03, 1.36], [-1.58, 1.00, 2.30], [-0.29, -0.88, -0.46], [0.22, -0.54, -1.84], [1.09, -1.32, -0.91], [1.25, 1.31, -0.05], [0.88, 1.39, 1.69], [-0.12, 2.27, 0.55], [-2.35, 0.72, 2.81], [-1.04, -1.66, -0.41], [-0.23, -1.06, -2.68], [0.49, 0.49, -2.05], [1.95, -0.82, -0.47], [1.24, -2.38, -1.10]]}


(2)
{"formula": "C27H35F5N3O12PS", "method": "ωB97M-V with the def2-TZVPD basis set", "orbital_gap_ev": 7.67, "homo_ev": -8.626, "e_tot_ha": -3355.89623, "lumo_ev": -0.95, "max_force_ev_per_a": 3.10, "species": ["N", "P", "C", "C", "C", "C", "N", "S", "N", "C", "C", "C", "C", "C", "C", "F", "F", "C", "F", "F", "F", "H", "H", "H", "H", "H", "H", "H", "H", "H", "H", "H", "C", "C", "C", "O", "C", "O", "O", "H", "H", "H", "H", "H", "H", "C", "C", "C", "O", "C", "O", "O", "H", "H", "H", "H", "H", "H", "C", "C", "C", "O", "C", "O", "O", "H", "H", "H", "H", "H", "H", "C", "C", "C", "O", "C", "O", "O", "H", "H", "H", "H", "H", "H"], "xyz": [[0.03, 5.02, 0.27], [0.07, 4.65, -1.27], [-0.48, 2.91, -1.58], [0.35, 1.95, -2.34], [-0.05, 0.67, -2.62], [-1.33, 0.19, -2.16], [-1.92, -1.01, -2.32], [-3.37, -0.87, -1.60], [-3.39, 0.67, -1.00], [-2.17, 1.13, -1.40], [-1.73, 2.49, -1.13], [-2.74, 3.39, -0.38], [-3.77, 3.90, -1.47], [-5.00, 4.63, -0.85], [-6.27, 4.23, -1.66], [-7.18, 5.26, -1.52], [-6.04, 4.11, -2.99], [-6.96, 2.97, -1.02], [-6.09, 2.10, -0.46], [-7.74, 3.42, 0.01], [-7.77, 2.29, -1.85], [-0.28, 4.17, 0.74], [-0.81, 5.45, -2.06], [1.37, 4.84, -1.82], [1.32, 2.35, -2.69], [0.57, -0.03, -3.20], [-2.25, 4.23, 0.15], [-3.29, 2.76, 0.35], [-4.13, 2.97, -1.95], [-3.19, 4.53, -2.17], [-4.90, 5.72, -1.03], [-5.14, 4.44, 0.23], [0.84, -3.95, -0.97], [1.90, -3.30, -1.81], [3.26, -3.92, -1.67], [4.13, -2.83, -1.99], [3.46, -1.69, -1.66], [3.95, -0.60, -1.63], [2.15, -1.95, -1.38], [-0.13, -3.47, -1.14], [0.74, -5.01, -1.21], [1.06, -3.85, 0.10], [1.59, -3.26, -2.86], [3.42, -4.75, -2.35], [3.49, -4.25, -0.65], [7.09, -9.14, -1.43], [6.15, -7.96, -1.41], [5.02, -8.09, -0.42], [4.02, -7.26, -1.01], [4.24, -7.25, -2.35], [3.49, -6.81, -3.16], [5.44, -7.82, -2.64], [7.90, -8.97, -2.15], [7.53, -9.32, -0.45], [6.57, -10.05, -1.76], [6.72, -7.04, -1.24], [5.28, -7.74, 0.57], [4.63, -9.11, -0.35], [5.27, 4.79, 3.07], [3.96, 4.62, 2.34], [2.78, 4.35, 3.23], [1.90, 3.64, 2.36], [2.68, 3.01, 1.44], [2.29, 2.19, 0.68], [3.97, 3.45, 1.51], [6.07, 5.01, 2.37], [5.21, 5.60, 3.80], [5.55, 3.87, 3.59], [3.78, 5.49, 1.69], [2.31, 5.27, 3.60], [3.02, 3.71, 4.09], [-4.32, 0.33, 1.92], [-4.58, -0.45, 3.19], [-5.35, 0.31, 4.23], [-4.92, -0.31, 5.44], [-3.67, -0.79, 5.21], [-2.94, -1.21, 6.05], [-3.36, -0.74, 3.88], [-3.79, -0.29, 1.20], [-5.26, 0.65, 1.46], [-3.70, 1.20, 2.11], [-5.06, -1.40, 2.95], [-6.43, 0.22, 4.11], [-5.09, 1.37, 4.27]]}


(3)
{"formula": "C6H9NO", "method": "ωB97M-V with the def2-TZVPD basis set", "orbital_gap_ev": 8.10, "homo_ev": -7.447, "smiles": "[H]/N=C1\\[C@@H]2[C@@]1(C)[C@]2(C)O", "e_tot_ha": -363.79547, "lumo_ev": 0.65, "e_above_lowest_kcal_mol": 143.6, "max_force_ev_per_a": 3.69, "species": ["H", "N", "C", "C", "C", "C", "C", "C", "O", "H", "H", "H", "H", "H", "H", "H", "H"], "xyz": [[0.49, -3.28, -1.51], [-0.34, -2.75, -1.24], [-0.05, -1.85, -0.38], [-0.94, -0.91, 0.24], [0.30, -0.38, -0.41], [0.32, 0.42, -1.68], [0.20, 0.30, 0.88], [-0.21, 1.73, 1.05], [0.98, -0.22, 1.92], [-1.44, -1.25, 1.13], [0.45, -0.23, -2.55], [-0.61, 0.98, -1.84], [1.14, 1.14, -1.68], [-0.93, 2.03, 0.29], [-0.65, 1.89, 2.03], [0.67, 2.38, 0.97], [0.62, 0.02, 2.79]]}


(4)
{"formula": "C17H20FN3O4S", "method": "ωB97M-V with the def2-TZVPD basis set", "orbital_gap_ev": 8.59, "homo_ev": -8.866, "smiles": "CC[C@@H]1[C@H](F)C(=O)N[C@@H]1COc1c(C)sc2cc(C(N)=O)c(OC)nc12", "e_tot_ha": -1623.09460, "lumo_ev": -0.28, "e_above_lowest_kcal_mol": 0.0, "max_force_ev_per_a": 3.88, "species": ["C", "C", "C", "C", "F", "C", "O", "N", "C", "C", "O", "C", "C", "C", "S", "C", "C", "C", "C", "N", "O", "C", "O", "C", "N", "C", "H", "H", "H", "H", "H", "H", "H", "H", "H", "H", "H", "H", "H", "H", "H", "H", "H", "H", "H", "H"], "xyz": [[3.96, -1.45, 1.05], [2.46, -1.05, 1.06], [2.29, 0.39, 1.51], [2.92, 0.74, 2.86], [2.89, -0.34, 3.71], [1.99, 1.86, 3.33], [2.04, 2.57, 4.33], [0.93, 1.98, 2.51], [0.83, 0.85, 1.60], [-0.18, -0.16, 2.30], [-0.68, -1.16, 1.41], [-1.80, -0.78, 0.74], [-3.06, -1.01, 1.23], [-3.36, -1.81, 2.45], [-4.32, -0.52, 0.11], [-3.11, -0.06, -1.04], [-3.41, 0.38, -2.36], [-2.28, 0.62, -3.21], [-2.47, 0.97, -4.60], [-1.53, 0.91, -5.60], [-3.58, 1.19, -5.05], [-0.98, 0.58, -2.60], [0.14, 0.87, -3.36], [1.36, 0.19, -3.02], [-0.79, 0.14, -1.34], [-1.85, -0.21, -0.59], [4.08, -2.42, 0.53], [4.36, -1.56, 2.07], [4.54, -0.71, 0.51], [2.09, -1.10, 0.03], [1.88, -1.78, 1.65], [2.73, 1.04, 0.77], [3.98, 1.09, 2.74], [0.12, 2.39, 2.94], [0.48, 1.12, 0.60], [0.34, -0.66, 3.14], [-1.02, 0.38, 2.74], [-2.46, -2.27, 2.89], [-3.76, -1.15, 3.23], [-4.13, -2.59, 2.22], [-4.41, 0.46, -2.77], [-1.79, 1.15, -6.54], [-0.57, 0.76, -5.35], [2.08, 0.45, -3.81], [1.80, 0.61, -2.10], [1.26, -0.90, -2.92]]}


(5)
{"formula": "H2IO2PS", "method": "ωB97M-V with the def2-TZVPD basis set", "orbital_gap_ev": 8.59, "homo_ev": -8.869, "smiles": "O=PO.SI", "e_tot_ha": -1188.94232, "lumo_ev": -0.28, "e_above_lowest_kcal_mol": 37.0, "max_force_ev_per_a": 2.41, "species": ["O", "P", "O", "H", "S", "I", "H"], "xyz": [[1.69, -0.65, -2.83], [0.43, -0.05, -3.19], [0.69, 1.51, -3.23], [1.49, 2.06, -3.19], [-1.25, -1.77, 1.61], [-2.38, -3.73, 1.77], [-0.03, -2.26, 1.83]]}


(6)
{"formula": "C3H11NO3", "method": "ωB97M-V with the def2-TZVPD basis set", "orbital_gap_ev": 10.45, "homo_ev": -9.645, "smiles": "CCNC=O.O.O", "e_tot_ha": -401.35811, "lumo_ev": 0.81, "e_above_lowest_kcal_mol": 34.5, "max_force_ev_per_a": 2.32, "species": ["C", "C", "N", "C", "O", "H", "H", "H", "H", "H", "H", "H", "O", "H", "H", "O", "H", "H"], "xyz": [[-2.05, 1.53, -1.09], [-0.66, 2.13, -1.41], [0.49, 1.30, -1.10], [0.67, 0.81, 0.16], [1.68, 0.28, 0.58], [-2.78, 2.20, -1.56], [-2.39, 1.52, -0.05], [-2.18, 0.51, -1.37], [-0.65, 2.60, -2.39], [-0.63, 2.95, -0.69], [1.07, 0.92, -1.84], [-0.25, 0.86, 0.76], [2.63, -3.87, 0.02], [2.86, -4.16, -0.87], [3.20, -4.38, 0.60], [-2.47, -1.01, 2.55], [-2.05, -1.77, 2.13], [-1.69, -0.46, 2.73]]}


(7)
{"formula": "C22H29BN3O2PtSSb", "method": "ωB97M-V with the def2-TZVPD basis set", "orbital_gap_ev": 7.54, "homo_ev": -8.120, "e_tot_ha": -1953.04921, "lumo_ev": -0.58, "e_above_lowest_kcal_mol": 12.8, "max_force_ev_per_a": 1.07, "species": ["Pt", "O", "S", "O", "N", "C", "C", "C", "C", "C", "C", "C", "C", "N", "C", "C", "C", "C", "C", "C", "C", "H", "H", "H", "H", "H", "H", "H", "H", "H", "H", "H", "C", "C", "Sb", "C", "C", "C", "C", "H", "H", "H", "H", "H", "H", "H", "H", "H", "H", "H", "H", "H", "H", "H", "B", "C", "N", "H", "H", "H"], "xyz": [[0.39, 0.98, -0.53], [2.26, -1.51, -0.29], [1.06, -2.12, -0.80], [0.54, -3.24, -0.07], [-0.05, -0.94, -0.99], [-1.40, -1.23, -1.24], [-1.97, -2.48, -1.37], [-3.34, -2.62, -1.68], [-4.16, -1.55, -1.87], [-3.61, -0.25, -1.77], [-4.38, 0.92, -1.94], [-3.80, 2.15, -1.82], [-2.42, 2.22, -1.54], [-1.69, 1.15, -1.38], [-2.24, -0.09, -1.47], [1.41, -2.68, -2.45], [0.75, -2.19, -3.56], [1.07, -2.68, -4.82], [2.06, -3.65, -4.95], [2.72, -4.13, -3.83], [2.40, -3.65, -2.57], [-1.38, -3.36, -1.22], [-3.74, -3.63, -1.76], [-5.21, -1.67, -2.09], [-5.44, 0.83, -2.16], [-4.36, 3.07, -1.94], [-1.92, 3.18, -1.44], [-0.01, -1.43, -3.45], [0.56, -2.30, -5.69], [2.31, -4.03, -5.94], [3.49, -4.88, -3.94], [2.91, -4.02, -1.69], [3.47, 2.02, 2.37], [2.81, 0.68, 2.70], [0.83, 0.60, 1.90], [0.00, -1.23, 2.62], [0.48, -1.62, 4.01], [-0.21, 2.15, 2.94], [0.02, 2.18, 4.45], [4.49, 2.05, 2.75], [2.93, 2.86, 2.82], [3.50, 2.19, 1.30], [2.74, 0.51, 3.77], [3.35, -0.15, 2.25], [0.26, -1.99, 1.89], [-1.08, -1.11, 2.58], [1.56, -1.71, 4.06], [0.07, -2.60, 4.29], [0.17, -0.91, 4.78], [-1.26, 2.02, 2.70], [0.10, 3.09, 2.48], [-0.37, 1.29, 4.94], [-0.47, 3.04, 4.89], [1.09, 2.25, 4.69], [0.39, 5.57, 0.29], [0.61, 4.04, -0.03], [0.71, 2.92, -0.26], [0.86, 6.20, -0.62], [0.94, 5.78, 1.35], [-0.81, 5.70, 0.36]]}


(8)
{"formula": "C2H4NO2", "method": "ωB97M-V with the def2-TZVPD basis set", "orbital_gap_ev": 10.93, "homo_ev": -15.641, "smiles": "[NH3+][C@H]1OC1=O", "e_tot_ha": -283.48141, "total_charge": 1, "lumo_ev": -4.71, "e_above_lowest_kcal_mol": 46.9, "max_force_ev_per_a": 4.53, "species": ["N", "C", "O", "C", "O", "H", "H", "H", "H"], "xyz": [[0.18, 0.76, -0.76], [-0.19, -0.49, -0.15], [0.88, -1.13, 0.58], [-0.04, -0.67, 1.35], [-0.43, -0.58, 2.51], [1.17, 1.13, -0.61], [-0.66, 1.37, -0.39], [-0.08, 0.69, -1.72], [-0.82, -1.08, -0.81]]}


(9)
{"formula": "C5H2NO2S", "method": "ωB97M-V with the def2-TZVPD basis set", "orbital_gap_ev": 5.55, "homo_ev": -2.453, "smiles": "O=CNC#CC1=C([O-])S1", "e_tot_ha": -795.09577, "total_charge": -1, "lumo_ev": 3.09, "e_above_lowest_kcal_mol": 0.0, "max_force_ev_per_a": 2.81, "species": ["O", "C", "N", "C", "C", "C", "C", "O", "S", "H", "H"], "xyz": [[-2.46, 1.76, 0.12], [-2.70, 0.56, 0.03], [-1.80, -0.49, 0.08], [-0.48, -0.43, 0.01], [0.73, -0.26, 0.06], [2.13, -0.30, -0.12], [3.14, 0.51, -0.36], [4.02, 1.30, -0.52], [3.33, -1.56, 0.44], [-3.80, 0.30, -0.15], [-2.12, -1.39, 0.40]]}


(10)
{"formula": "CH2O4S", "method": "ωB97M-V with the def2-TZVPD basis set", "orbital_gap_ev": 7.24, "homo_ev": -9.522, "e_tot_ha": -738.24752, "lumo_ev": -2.29, "e_above_lowest_kcal_mol": 126.9, "max_force_ev_per_a": 4.57, "species": ["O", "S", "O", "C", "O", "O", "H", "H"], "xyz": [[2.32, 1.55, 0.13], [1.77, 0.67, 1.12], [2.41, -0.57, 1.37], [-1.77, -0.42, -0.67], [-0.93, 0.12, 0.15], [0.44, -0.17, -0.25], [-2.75, -0.16, -0.33], [-1.48, -1.01, -1.52]]}


(11)
{"formula": "C28H52N4O12", "method": "ωB97M-V with the def2-TZVPD basis set", "orbital_gap_ev": 9.64, "homo_ev": -9.079, "smiles": "O=C1CCCO1.O=C1CCCO1.O=C1CCCO1.O=C1CCCO1.CNC(C)=O.CNC(C)=O.CNC(C)=O.CNC(C)=O", "e_tot_ha": -2220.10378, "lumo_ev": 0.56, "e_above_lowest_kcal_mol": 0.0, "max_force_ev_per_a": 3.26, "species": ["O", "C", "C", "C", "C", "O", "H", "H", "H", "H", "H", "H", "O", "C", "C", "C", "C", "O", "H", "H", "H", "H", "H", "H", "O", "C", "C", "C", "C", "O", "H", "H", "H", "H", "H", "H", "O", "C", "C", "C", "C", "O", "H", "H", "H", "H", "H", "H", "C", "N", "C", "C", "O", "H", "H", "H", "H", "H", "H", "H", "C", "N", "C", "C", "O", "H", "H", "H", "H", "H", "H", "H", "C", "N", "C", "C", "O", "H", "H", "H", "H", "H", "H", "H", "C", "N", "C", "C", "O", "H", "H", "H", "H", "H", "H", "H"], "xyz": [[-4.81, -2.03, 0.70], [-3.73, -2.51, 0.45], [-3.32, -3.39, -0.72], [-1.88, -3.89, -0.40], [-1.50, -3.18, 0.95], [-2.68, -2.35, 1.30], [-4.09, -4.21, -0.80], [-3.53, -2.73, -1.60], [-1.77, -4.99, -0.40], [-1.19, -3.54, -1.16], [-1.26, -3.86, 1.83], [-0.64, -2.50, 0.90], [1.48, 3.55, 0.63], [1.39, 3.54, 1.82], [2.13, 4.38, 2.79], [1.46, 4.04, 4.16], [0.56, 2.86, 3.89], [0.61, 2.62, 2.48], [3.18, 4.13, 2.88], [2.02, 5.45, 2.45], [2.23, 3.69, 4.82], [0.92, 4.91, 4.50], [0.90, 1.99, 4.40], [-0.51, 3.05, 4.15], [-0.81, -1.54, 4.19], [-1.98, -1.55, 4.37], [-2.77, -2.60, 5.03], [-4.18, -2.30, 4.64], [-4.10, -0.86, 4.39], [-2.81, -0.59, 3.94], [-2.44, -3.53, 4.65], [-2.67, -2.52, 6.10], [-4.44, -2.88, 3.74], [-4.88, -2.55, 5.42], [-4.74, -0.52, 3.59], [-4.34, -0.16, 5.22], [-6.05, 2.73, -3.58], [-5.27, 2.25, -2.84], [-4.89, 0.80, -2.67], [-3.96, 0.77, -1.44], [-3.38, 2.19, -1.50], [-4.40, 3.04, -2.11], [-5.82, 0.22, -2.53], [-4.54, 0.42, -3.61], [-4.52, 0.52, -0.54], [-3.19, 0.01, -1.54], [-3.22, 2.57, -0.50], [-2.42, 2.30, -2.04], [4.30, -0.55, 0.96], [3.96, 0.66, 1.58], [3.14, 0.81, 2.68], [2.28, -0.37, 3.08], [3.21, 1.77, 3.39], [3.59, -1.36, 1.22], [5.28, -0.93, 1.37], [4.42, -0.48, -0.10], [4.53, 1.47, 1.39], [1.80, -0.89, 2.24], [1.50, -0.09, 3.80], [2.98, -1.09, 3.59], [-1.54, -1.66, -3.90], [-0.14, -1.72, -3.53], [0.87, -1.85, -4.42], [2.21, -2.19, -3.77], [0.67, -1.75, -5.64], [-2.11, -1.50, -3.02], [-1.78, -2.63, -4.32], [-1.81, -0.84, -4.61], [0.06, -1.70, -2.53], [2.09, -2.53, -2.75], [2.85, -1.32, -3.77], [2.72, -2.99, -4.28], [7.20, 0.53, -2.97], [6.27, 1.14, -3.89], [4.93, 0.98, -3.79], [4.11, 1.57, -4.85], [4.53, 0.34, -2.79], [8.18, 0.96, -3.20], [7.14, -0.56, -3.10], [6.98, 0.75, -1.89], [6.71, 1.74, -4.57], [4.26, 1.24, -5.84], [4.36, 2.62, -5.00], [3.03, 1.47, -4.66], [-1.41, 0.67, 1.47], [-0.65, 1.12, 0.31], [-0.47, 0.35, -0.75], [0.25, 1.09, -1.89], [-0.75, -0.84, -0.87], [-2.20, 0.03, 1.14], [-1.78, 1.53, 2.01], [-0.81, 0.08, 2.18], [-0.37, 2.11, 0.34], [0.65, 2.04, -1.58], [-0.47, 1.14, -2.69], [1.08, 0.41, -2.18]]}


(12)
{"formula": "C6H13N3OP", "method": "ωB97M-V with the def2-TZVPD basis set", "orbital_gap_ev": 7.35, "homo_ev": -12.181, "e_tot_ha": -816.93432, "total_charge": 1, "lumo_ev": -4.83, "e_above_lowest_kcal_mol": 0.0, "max_force_ev_per_a": 3.03, "species": ["C", "C", "C", "C", "C", "C", "N", "N", "N", "O", "P", "H", "H", "H", "H", "H", "H", "H", "H", "H", "H", "H", "H", "H"], "xyz": [[-1.86, -0.86, 0.26], [-4.04, 0.08, -0.36], [2.33, 1.59, -0.47], [1.25, -0.46, -1.32], [1.80, -1.37, 1.46], [2.42, 0.09, -0.48], [-3.00, -0.96, -0.30], [-3.60, 1.06, 0.45], [2.33, -0.35, 0.95], [-5.14, -0.03, -0.79], [-1.91, 0.84, 0.92], [3.23, 1.85, -0.02], [2.03, 1.96, -1.45], [1.45, 1.84, 0.17], [0.27, -0.11, -1.26], [1.08, -1.49, -1.30], [1.47, -0.30, -2.33], [1.05, -1.99, 0.90], [2.10, -1.68, 2.46], [3.40, -0.24, -0.87], [-4.08, 2.01, 0.27], [-3.22, -1.87, -0.64], [2.79, 0.30, 1.55], [-2.17, 0.09, 2.17]]}